C19H33Cl2N2O4SZn as an isolated structure at a distorted geometry, computed with ωB97M-V/def2-TZVPD.

Computed properties:
- energy above the lowest of the compared OMol25 structures with the same formula, charge and spin (kJ/mol) = 0.0
- total charge = -1
- 2S+1 = 1
- max |F| (eV Å⁻¹) = 2.8
- HOMO energy (hartree) = -0.134

Structure (XYZ):
```
62
C19H33Cl2N2O4SZn | the OMol25 dataset | ωB97M-V/def2-TZVPD
H -5.313 -1.578 3.849
H 2.168 -1.611 3.750
C 0.854 3.658 -0.547
H 2.353 -1.066 0.170
H 1.098 -0.653 -3.356
C 0.787 5.072 -0.504
C -2.424 1.369 -3.610
H -0.353 -0.418 -4.287
H 0.471 -3.842 -1.223
C 0.385 0.477 4.008
H -5.634 -2.290 2.264
Cl -1.142 1.549 1.011
H 1.923 -4.504 -2.024
H -1.201 2.654 -2.365
H 1.703 5.722 -3.754
H 2.028 1.218 -2.671
C -0.269 0.742 -2.323
N 2.288 -2.963 -0.679
C 1.674 -1.876 -0.179
O 2.058 1.050 -0.738
S 1.590 0.447 2.659
C -2.669 -1.199 2.101
H -0.549 0.061 3.618
C -3.217 -3.277 3.224
H 3.408 -1.086 2.561
Zn -1.214 -0.156 -0.302
H 4.204 -2.154 -0.425
O 2.283 1.757 2.601
H -3.413 -3.305 4.305
C 1.198 3.014 -1.742
H 3.299 -0.254 4.156
H -3.344 1.468 -3.017
N -3.585 -1.973 2.706
H -0.436 -1.349 -2.749
H 1.594 -4.919 -0.332
H 1.754 3.185 -3.788
C 1.448 5.160 -2.843
H -3.855 -4.041 2.758
C -1.242 1.614 -2.704
H 0.509 5.531 0.438
H -2.167 -3.471 3.018
Cl -2.787 -1.153 -1.399
C 1.093 5.808 -1.650
H -3.079 -0.243 1.718
C 0.021 -0.473 -3.235
O 0.432 -1.762 -0.118
H 4.064 -3.360 -1.741
H 0.256 1.527 4.305
H 0.772 -0.112 4.843
H -2.413 0.345 -4.012
O -1.476 -1.496 1.943
C 1.486 3.763 -2.877
H 4.067 -3.913 -0.045
C 1.411 1.435 -1.753
H -2.523 2.069 -4.463
H 0.649 3.065 0.338
C -4.982 -1.582 2.800
H -5.082 -0.585 2.373
C 3.737 -3.106 -0.721
C 1.513 -4.123 -1.084
C 2.736 -0.759 3.364
H 1.053 6.892 -1.618
```

Results of the Löwdin charge analysis, in e, for atoms 1 through 2: H 0.085; H 0.047


A 3-piece molecular cluster, C19H33N2O10S2 overall at a distorted geometry, computed with ωB97M-V/def2-TZVPD.

Computed properties:
- total charge = +1
- 2S+1 = 1
- max |F| (eV Å⁻¹) = 5.3
- HOMO energy (hartree) = -0.373

Structure (XYZ):
```
66
C19H33N2O10S2 | the OMol25 dataset | ωB97M-V/def2-TZVPD
O -2.500 4.481 1.823
H 1.229 2.578 -3.258
O -2.404 -4.096 -1.389
H -0.221 -6.590 -4.068
O 1.450 -4.758 -0.166
H -0.409 1.189 3.417
N -2.745 4.117 -1.838
H -3.567 1.729 5.386
H -3.192 -0.230 3.310
C -1.431 1.363 2.943
C -2.989 3.675 -0.429
H -2.089 0.629 5.927
O -0.322 2.205 -1.905
H 1.356 -5.126 -2.923
C 1.922 4.801 -1.631
H 0.669 -4.055 -4.169
C 0.439 -4.663 -3.294
H 1.212 5.156 -0.818
O 2.261 -5.368 2.085
H 2.613 5.687 -1.808
O -0.474 -5.080 -0.141
H 3.837 -3.259 2.917
C -2.563 0.605 3.725
H -0.208 3.363 1.763
C -2.757 0.991 5.092
H 3.991 -5.673 3.196
H -1.844 -1.230 2.014
C -0.626 -5.704 -3.582
H 1.366 4.645 -2.594
C -0.732 1.345 -0.922
H 2.967 1.404 -1.429
O -1.172 -6.035 -2.303
S -1.123 -4.731 -1.351
C -1.867 4.177 0.559
H 1.106 0.875 -2.663
S 1.753 -4.194 1.100
H 3.127 3.791 -0.104
N -0.893 1.782 0.408
C -0.614 3.206 0.717
C -0.972 -0.079 -1.254
H -1.758 4.674 2.434
H -0.841 -0.409 -2.319
C 2.146 2.159 -1.207
H 1.799 1.936 -0.161
C -1.278 0.902 1.436
H 0.195 3.587 0.027
C -1.379 -1.059 -0.210
C 1.053 1.960 -2.328
H -3.197 2.570 -0.394
H -3.644 3.964 -2.312
H 3.813 3.626 -1.762
H -3.950 4.186 -0.102
O 3.157 -3.391 0.986
C 2.845 3.590 -1.188
O 0.830 -3.379 1.818
H -1.554 -2.130 -0.472
H 4.126 -5.933 1.439
O -0.104 -3.851 -2.249
H -2.541 5.120 -1.858
C -1.534 -0.545 1.178
H -1.636 2.467 3.000
H -1.430 -5.289 -4.196
H -1.505 5.177 0.148
C 4.039 -3.844 2.015
C 3.684 -5.306 2.217
H 5.078 -3.705 1.720
```

Results of the Löwdin charge analysis, in e, for atoms 1 through 2: O -0.057; H 0.142


C19H33N5O3PbS4 as an isolated structure at a distorted geometry, computed with ωB97M-V/def2-TZVPD.

Computed properties:
- energy above the lowest of the compared OMol25 structures with the same formula, charge and spin (kJ/mol) = 54.4
- total charge = +2
- 2S+1 = 1
- max |F| (eV Å⁻¹) = 1.5
- HOMO energy (hartree) = -0.510

Structure (XYZ):
```
65
C19H33N5O3PbS4 | the OMol25 dataset | ωB97M-V/def2-TZVPD
H -4.007 0.599 3.723
H -3.896 -3.047 2.551
C -3.294 -2.579 1.773
H -1.293 -2.108 -5.544
C -1.854 -3.039 1.888
H -3.711 -2.866 0.808
H -0.174 5.357 3.118
O 0.149 0.146 -1.070
H 0.801 4.593 -0.160
H -4.560 -1.058 4.038
H 3.654 0.995 -2.301
H 2.245 2.040 -2.263
N -1.714 3.309 3.139
O -2.516 2.413 3.322
N 0.196 5.193 2.184
S 1.560 0.118 1.889
C 0.215 -1.040 -4.500
S -1.080 0.370 4.021
N 0.298 3.847 0.313
H 2.873 -1.856 1.611
H -2.725 -0.448 5.539
H -1.927 -1.053 -4.291
H -1.147 -2.578 -3.857
H -1.809 -4.108 1.674
N -0.962 3.140 2.050
C -1.113 -1.731 -4.541
H 0.757 5.904 1.743
H 0.750 -2.889 2.418
Pb -1.133 0.630 1.191
H -1.006 -1.013 -2.224
C 2.569 0.998 -2.228
C 0.709 -0.388 -3.333
C 1.604 -0.181 3.704
C 1.920 -1.538 1.186
C -2.494 -0.705 4.503
H 3.663 0.709 -4.598
H 0.474 2.291 -0.947
C 0.975 -1.029 -5.650
C -3.730 -0.453 3.669
S -3.599 -0.767 1.873
H -0.989 3.102 -1.037
C 2.222 -0.408 -5.707
H 2.937 -1.361 -7.470
C 0.350 -0.754 4.332
H 0.596 -1.517 -6.535
C -0.089 -0.418 -2.150
H 1.232 -3.509 0.839
N -0.238 2.791 -0.423
H -1.447 -2.867 2.883
H 2.465 -0.819 3.903
C 1.975 0.258 -3.388
C -0.168 4.088 1.552
H 2.611 0.355 -7.640
H 0.493 -0.793 5.412
H 1.800 0.806 4.123
S -0.760 -2.190 0.671
H -2.171 -1.744 4.469
C 0.885 -2.624 1.373
C 2.699 0.225 -4.563
H 2.271 0.580 -1.271
H 0.112 -1.748 3.965
H 2.063 -1.334 0.127
C 3.010 -0.402 -6.964
O -1.583 4.275 3.852
H 4.054 -0.171 -6.773
```

Results of the Löwdin charge analysis, in e, for atoms 1 through 2: H 0.068; H 0.099


C19H34AsIrN6O2S2 as an isolated structure at a distorted geometry, computed with ωB97M-V/def2-TZVPD.

Computed properties:
- energy above the lowest of the compared OMol25 structures with the same formula, charge and spin (kJ/mol) = 31.9
- total charge = +3
- 2S+1 = 2
- max |F| (eV Å⁻¹) = 2.1
- HOMO energy (alpha / beta) (hartree) = -0.616 / -0.616

Structure (XYZ):
```
65
C19H34AsIrN6O2S2 | the OMol25 dataset | ωB97M-V/def2-TZVPD
H -3.945 -2.921 -3.050
H -5.412 0.550 -1.850
H -3.919 -3.190 -0.193
C 2.657 1.832 -1.378
H 2.378 1.080 3.438
N 2.179 0.603 -1.365
N 0.313 -1.779 -1.361
H 4.267 2.631 -2.531
C 0.682 -2.835 0.809
C 0.279 -1.822 -2.703
H -2.209 -2.690 -0.108
H 2.285 3.477 3.500
H -1.493 0.875 4.209
H 0.866 -3.815 1.241
O -0.505 3.129 -0.676
H 2.447 3.041 5.186
Ir 0.168 0.380 -1.120
H -1.583 2.271 3.113
C 0.557 -5.428 -3.524
C 0.313 0.936 2.001
C -5.253 -0.236 -1.114
C 0.511 -2.918 -0.666
H -6.025 -0.999 -1.215
H -2.598 -1.873 -3.601
C -0.976 1.772 3.868
O 2.966 -0.478 -1.565
H 1.745 4.683 -2.268
S 0.243 -0.317 -3.452
H 1.420 0.914 4.903
C 1.656 2.845 -1.228
H -3.430 -1.879 0.906
H -0.366 2.147 5.907
H 0.581 4.431 5.427
H 3.877 -0.198 -1.755
C 0.501 -4.189 -2.706
C -3.591 -1.896 -3.159
N 0.307 1.362 3.209
As -3.555 -1.053 -1.431
H 0.112 4.268 3.754
C 0.440 3.703 4.631
S -2.179 0.625 -1.342
H -4.280 -1.337 -3.790
H 0.729 -5.054 -0.776
C 1.773 2.988 4.330
C 0.584 -4.141 -1.333
H 1.165 4.808 -0.610
C 1.557 1.514 4.005
H 2.895 4.557 -0.936
H -0.420 -5.620 -3.974
C 4.099 2.185 -1.548
H 4.383 2.923 -0.799
H 0.828 -6.282 -2.911
N 0.358 -3.005 -3.357
H 4.784 1.346 -1.432
H -5.267 0.182 -0.110
H 1.285 -5.326 -4.332
C -3.237 -2.352 -0.055
H -0.199 -2.397 1.278
N 0.348 0.533 0.909
C 1.886 4.302 -1.250
N 0.372 2.352 -1.013
H -1.575 3.241 5.282
C -0.656 2.716 5.022
H 0.351 -2.993 -4.373
H 1.524 -2.179 1.033
```

Results of the Löwdin charge analysis, in e, for atoms 1 through 2: H 0.055; H 0.058


C19H34EuFN3O7P2Si as an isolated structure at a distorted geometry, computed with ωB97M-V/def2-TZVPD.

Computed properties:
- energy above the lowest of the compared OMol25 structures with the same formula, charge and spin (kJ/mol) = 30.4
- 2S+1 = 8
- max |F| (eV Å⁻¹) = 3.2
- HOMO energy (alpha / beta) (hartree) = -0.245 / -0.248

Structure (XYZ):
```
68
C19H34EuFN3O7P2Si | the OMol25 dataset | ωB97M-V/def2-TZVPD
H -5.980 -0.884 2.784
N -1.307 1.684 -2.513
H -1.790 2.528 0.881
H 2.171 -2.022 1.171
H 3.950 -0.438 -1.002
O 3.020 -0.441 -4.130
C -4.038 -1.053 3.594
C 0.274 -2.570 3.582
H -0.761 -2.419 -3.265
H 2.386 -0.288 1.037
H 4.149 2.688 -3.631
C 3.851 1.159 -2.122
H -1.105 4.395 -0.498
C -2.661 -0.865 3.404
C -2.040 -3.596 0.121
O 1.912 1.792 -0.181
P 3.052 2.316 -0.954
H -0.662 1.697 -3.265
H -3.168 -1.917 -2.571
H 0.204 3.381 -1.075
H 1.553 0.336 4.766
O 4.184 2.975 -0.024
H -0.014 -3.295 2.817
H -0.647 -2.544 4.219
Eu -0.139 0.183 -0.673
C -2.448 -2.363 -1.921
H -0.145 0.332 4.622
P 2.442 0.419 -2.959
H 1.110 -2.873 4.213
N -0.858 2.542 0.416
C -1.170 -2.668 -2.295
H 4.667 2.293 0.510
O 1.862 -0.507 -1.919
C -0.809 3.406 -0.730
H 3.079 -0.058 -5.008
H -5.086 -0.214 0.540
C -1.675 3.047 -1.938
Si 0.529 -0.927 2.664
H 2.122 3.333 -2.491
F -2.734 0.193 -0.137
C 4.690 1.816 -3.148
H 4.903 1.083 -3.890
H 2.954 -1.191 2.431
C -0.297 -3.369 -1.454
H -3.980 -3.054 -0.490
H -1.735 3.860 -2.627
H 0.702 -3.626 -1.830
H -0.059 -4.418 0.336
C -4.955 -0.658 2.621
C 2.154 -1.065 1.708
O 1.736 1.599 -3.555
H -1.934 -1.259 4.087
C -2.904 -2.952 -0.739
O 4.548 0.263 -1.238
H -0.255 2.880 1.177
N -0.793 -0.408 1.823
C 0.762 0.484 4.065
H -2.706 2.947 -1.564
H -2.104 1.229 -2.969
O 2.613 3.640 -1.733
C -2.138 -0.403 2.136
H 5.676 2.079 -2.768
C -0.737 -3.874 -0.270
H -4.350 -1.514 4.550
H 0.937 1.511 3.742
H -2.484 -4.086 0.989
C -4.437 -0.212 1.408
C -3.085 -0.060 1.160
```

Results of the Löwdin charge analysis, in e, for atoms 1 through 2: H 0.082; N -0.060


C19H34F2N3NiO6P2S as an isolated structure at a distorted geometry, computed with ωB97M-V/def2-TZVPD.

Computed properties:
- total charge = +1
- 2S+1 = 3
- max |F| (eV Å⁻¹) = 1.8
- HOMO energy (alpha / beta) (hartree) = -0.365 / -0.398

Structure (XYZ):
```
68
C19H34F2N3NiO6P2S | the OMol25 dataset | ωB97M-V/def2-TZVPD
H 3.014 -2.751 -0.461
H -3.542 0.806 0.751
C -2.968 -1.126 -1.659
C -2.527 -3.448 -0.292
H -3.120 -3.945 2.251
C 3.211 -0.728 1.707
C 2.619 -2.311 -1.390
C -2.929 -3.518 -1.618
H 3.109 1.490 -2.250
H 1.576 -2.640 -1.530
O -0.368 3.429 -0.368
H 4.121 3.724 -1.929
O -2.267 2.940 -1.851
N -2.456 -1.039 -0.405
H -1.269 -1.086 5.739
C -0.424 -0.140 -2.682
H 1.819 2.645 -1.782
C 3.442 0.344 2.748
O -2.472 2.604 0.510
C -2.583 -3.065 2.598
H 3.338 1.351 2.302
H 3.945 -0.681 0.878
H 3.223 -1.738 2.149
H 0.963 4.419 0.806
S -0.765 0.284 1.853
C 3.801 3.159 -1.040
C -2.283 -2.640 3.823
P 1.604 -0.020 -0.323
H 4.552 -2.426 -2.361
H -0.850 3.136 -3.401
O 2.627 -0.859 -1.245
O 2.443 1.342 -0.283
P -1.430 2.268 -0.665
H -2.359 2.209 -3.790
C -1.518 -1.078 2.371
N -2.123 -2.112 1.668
H -1.509 0.404 4.738
H -4.176 2.281 1.571
F 0.799 0.357 -3.097
H -1.124 -0.079 -3.529
H 0.023 -0.502 4.637
H -2.306 -4.344 0.304
H -3.186 -0.172 -2.144
C 2.746 2.155 -1.452
C -2.343 -2.190 0.296
C -1.947 3.066 -3.237
Ni -0.668 0.133 -0.642
H 4.466 0.241 3.156
H -3.585 -2.334 -3.328
H -2.429 3.994 -3.580
H -4.364 2.086 -0.208
N -1.614 -1.425 3.703
H 3.409 3.881 -0.299
C 0.348 3.510 0.878
F -0.197 -1.492 -2.426
H -3.040 -4.485 -2.114
H -0.353 3.608 1.727
H 3.196 -2.025 -3.464
C -1.069 -0.609 4.766
H 4.688 2.654 -0.602
H 2.729 0.255 3.591
C -3.212 -2.328 -2.303
C 3.486 -2.631 -2.586
H -2.477 -3.074 4.801
C -3.709 1.886 0.657
O 1.872 -0.577 1.159
H 3.373 -3.699 -2.834
H 1.015 2.653 1.035
```

Results of the Löwdin charge analysis, in e, for atoms 1 through 2: H 0.116; H 0.045


C19H34IrN4O4SSiTe4 as an isolated structure at a distorted geometry, computed with ωB97M-V/def2-TZVPD.

Computed properties:
- energy above the lowest of the compared OMol25 structures with the same formula, charge and spin (kJ/mol) = 396.9
- total charge = -1
- 2S+1 = 5
- max |F| (eV Å⁻¹) = 8.0
- HOMO energy (alpha / beta) (hartree) = -0.107 / -0.150

Structure (XYZ):
```
68
C19H34IrN4O4SSiTe4 | the OMol25 dataset | ωB97M-V/def2-TZVPD
H -1.950 3.822 -3.599
H -2.678 1.368 -5.278
H -3.537 0.420 -6.512
H -3.705 -2.227 -5.042
Te 0.218 4.308 0.509
H 1.450 4.154 -2.853
Te 0.125 6.979 0.542
C -3.984 1.283 -1.899
O -2.858 1.342 -2.739
C 1.047 -2.377 0.788
H -4.496 3.331 -2.344
H 0.220 -4.336 -3.235
H -3.124 -2.080 -6.704
H -4.387 1.521 0.232
H -5.209 2.137 -3.440
H -1.096 2.803 -5.497
C 1.025 -2.378 -0.606
H 0.127 4.059 -5.251
C -0.353 -0.558 2.978
H -1.229 -0.194 -7.188
O -0.301 1.369 -3.286
Ir 0.014 -0.477 -0.016
H 1.559 2.550 -2.146
H -0.345 0.330 -5.742
H -3.997 0.304 -4.808
H -0.673 4.664 -2.668
C 1.005 -2.325 -3.343
H -1.488 3.247 -2.006
H 2.114 2.780 -3.792
O -1.273 -0.509 -1.596
C -0.934 -0.472 -6.178
H 1.005 -2.254 -4.418
H 0.278 -4.375 -0.734
C -2.165 -0.721 -5.299
H -2.803 0.859 -0.175
C -0.067 2.760 -3.582
H -3.883 -0.873 -1.782
O -1.753 -0.833 -3.967
C 0.580 -3.482 -2.678
S -1.266 0.144 1.517
C -3.558 1.605 -0.468
C -4.958 2.348 -2.403
C 1.355 3.087 -3.076
N -0.933 -0.395 4.190
H -5.071 -0.274 -2.929
H -2.122 -2.878 -5.482
H -3.144 2.621 -0.400
C -0.106 3.008 -5.093
H 0.623 2.394 -5.619
H -1.596 0.360 4.299
H -5.418 -0.196 -1.198
H -0.324 -1.372 -6.222
H 0.817 -3.264 1.365
C -3.161 0.419 -5.491
H 1.617 -0.280 -3.048
C -1.105 3.686 -2.930
N 1.171 -1.179 1.425
Si -1.549 0.367 -2.884
Te 1.892 2.311 1.921
C -2.823 -2.063 -5.659
C -4.635 -0.104 -1.948
H -0.345 -0.570 4.989
H -5.866 2.337 -1.805
Te 0.039 1.749 0.315
C 0.606 -3.522 -1.314
N 1.379 -1.240 -1.268
C 1.365 -1.229 -2.587
N 0.776 -1.122 2.779
```

Results of the Löwdin charge analysis, in e, for atoms 1 through 2: H 0.080; H 0.068


> Among the records above, which one has the lowest max |F|?

C19H33N5O3PbS4